<one>
Entry from the OMol25 dataset: C6H6N2O in the gas phase (ωB97M-V/def2-TZVPD).

Its HOMO energy is -8.563 eV. For the frontier orbital gap, the calculation gives 0.330 Eh. Its SMILES is O/C=C1\N=CC2=C1NC2. The lowest unoccupied orbital energy is 0.4120 eV.

Structure (ORCA input):
```
! wB97M-V def2-TZVPD RIJCOSX def2/J DEFGRID3
* xyz 0 1
C 0.9532 -0.0565 0.0445
H -2.8083 0.1194 1.0996
C -0.4176 -0.2871 -0.0820
N 1.1185 1.3804 0.0287
C 2.0939 -0.7342 0.0241
H -1.7143 -1.9567 -0.5591
C -2.4934 -0.0251 -0.0043
N -1.5330 -1.2433 0.1268
H 4.0520 -0.7947 0.2312
H -0.2790 2.9558 0.1074
H -3.2770 -0.1079 -0.6892
C -0.0746 1.8520 0.0112
O 3.2889 -0.1129 -0.0825
C -1.1170 0.8057 -0.2073
H 2.2077 -1.7948 -0.0492
*
```

=====

<two>
Entry from the OMol25 dataset: C6H6N2O in the gas phase (ωB97M-V/def2-TZVPD).

Its HOMO energy is -9.574 eV. For the frontier orbital gap, the calculation gives 0.370 Eh. Its SMILES is [H]/N=C1/CCC(=O)[C@H]1C#N. The lowest unoccupied orbital energy is 0.4948 eV.

Structure (ORCA input):
```
! wB97M-V def2-TZVPD RIJCOSX def2/J DEFGRID3
* xyz 0 1
H -0.2328 -1.3780 0.9073
H 1.2006 0.7357 -1.5267
C -0.9268 0.9933 -1.1700
H -0.5716 -0.8265 -1.9389
O -1.9194 1.6287 -1.2068
C 0.5656 1.4376 -0.9702
H 0.9680 -1.4585 -0.2948
N 1.2125 3.8137 -0.6125
C -0.8526 -0.5786 -0.9934
C 0.9005 2.7411 -0.7686
H 1.2270 1.8081 1.9988
C 0.6730 0.4987 0.6493
C 0.2705 -0.8183 0.1477
H -1.8025 -0.8243 -0.7171
N 0.9192 0.8779 1.7571
*
```

=====

Here are the energies relative to the best structure, in eV: <one> 1.826; <two> 0.000.

=====

<one>
Entry from the OMol25 dataset: C3H2N2S in the gas phase (ωB97M-V/def2-TZVPD).

Its HOMO energy is -9.534 eV. For the frontier orbital gap, the calculation gives 0.283 Eh. Its SMILES is S=C1C=NN=C1. The lowest unoccupied orbital energy is -1.8317 eV.

Structure (ORCA input):
```
! wB97M-V def2-TZVPD RIJCOSX def2/J DEFGRID3
* xyz 0 1
S 2.2243 -0.0207 -0.1413
N -1.4731 -0.6892 -0.0993
N -1.3041 0.8319 -0.2843
C -0.2937 -1.1948 -0.0239
C -0.1330 1.1611 0.1773
H 0.2255 2.1357 0.0968
C 0.7045 -0.0795 0.0644
H 0.0496 -2.1443 0.2103
*
```

=====

<two>
Entry from the OMol25 dataset: C3H2N2S in the gas phase (ωB97M-V/def2-TZVPD).

Its HOMO energy is -9.829 eV. For the frontier orbital gap, the calculation gives 0.255 Eh. Its SMILES is S=C1C=NC=N1. The lowest unoccupied orbital energy is -2.8950 eV.

Structure (ORCA input):
```
! wB97M-V def2-TZVPD RIJCOSX def2/J DEFGRID3
* xyz 0 1
H -0.9541 -2.2784 1.5592
C 0.8790 -0.6849 -0.3184
H 1.8200 -0.4898 -0.6680
C -0.0512 0.3321 0.0595
N -1.1063 -0.3248 0.7468
S 0.2202 1.8745 -0.5490
C -0.6828 -1.5850 0.7106
N 0.3551 -1.9032 -0.0064
*
```

=====

<three>
Entry from the OMol25 dataset: C3H2N2S in the gas phase (ωB97M-V/def2-TZVPD).

Its HOMO energy (alpha / beta) is -7.969 / -7.774 eV. For the frontier orbital gap (alpha / beta), the calculation gives 0.202 / 0.172 Eh. The lowest unoccupied orbital energy (alpha / beta) is -2.4767 / -3.0884 eV.

Structure (ORCA input):
```
! wB97M-V def2-TZVPD RIJCOSX def2/J DEFGRID3
* xyz 0 1
C 1.0343 -0.1329 -0.1895
N 0.0935 -0.8997 -0.1574
C -1.4671 0.6054 0.0064
S 2.8621 0.0109 0.0431
N 1.4828 1.0831 -0.0722
H -0.8498 1.5723 0.1925
C -1.2122 -0.6684 0.0339
H -1.9436 -1.5707 0.1433
*
```

=====

Here are the energies relative to the best structure, in eV: <one> 0.494; <two> 0.000; <three> 5.028.